52
Properties=species:S:1:pos:R:3:nbo_charge:R:1 method="wB97M-V/def2-TZVPD" total_charge=0 e_above_lowest_kcal_mol=7.0 multiplicity=1 molar_mass_da=344.5 e_homo_ev=-8.86 total_energy_ev=-38725.9885 orbital_gap_ev=8.4726
C 2.11528 -0.46319 -0.38494 -0.630
C 2.52510 0.97594 -0.79969 -0.425
C 1.41662 1.82157 -1.50171 0.201
F 1.58785 1.75786 -2.88684 -0.359
C 0.01213 1.41385 -1.05588 -0.076
C -0.59643 2.05266 -0.01091 -0.194
C -1.91683 1.69443 0.49744 -0.197
C -2.64992 0.68104 -0.05767 -0.214
C -2.06530 -0.02230 -1.16525 0.084
N -2.53551 -1.05067 -1.87873 -0.607
S -1.47217 -1.47036 -3.01949 0.907
N -0.28885 -0.37485 -2.72544 -0.607
C -0.72698 0.33223 -1.69091 0.173
H 3.05547 -1.03320 -0.23767 0.221
H 1.54989 -0.51354 0.56391 0.207
H 1.53356 -1.01408 -1.13996 0.218
H 3.41022 0.91555 -1.45452 0.227
H 2.77842 1.51411 0.13526 0.207
H 1.58287 2.87486 -1.20218 0.169
H -0.07711 2.86999 0.51073 0.214
H -2.30879 2.27314 1.34049 0.220
H -3.64413 0.37757 0.32135 0.255
C -8.07976 0.19743 -1.55143 -0.644
C -6.91552 -0.58046 -0.96156 -0.065
O -6.27352 0.08305 0.11494 -0.543
C -7.07747 0.37198 1.24621 -0.062
C -7.67866 -0.86047 1.89989 -0.645
H -7.74714 1.17907 -1.89476 0.213
H -8.50697 -0.34436 -2.39670 0.217
H -8.87565 0.35769 -0.82244 0.201
H -6.15491 -0.71701 -1.73142 0.195
H -7.23049 -1.58364 -0.65559 0.160
H -7.85711 1.09462 0.98181 0.160
H -6.42438 0.87154 1.96417 0.184
H -8.34809 -1.39623 1.22557 0.204
H -8.25087 -0.57780 2.78490 0.215
H -6.89144 -1.55475 2.20000 0.213
C 7.63812 -2.60636 0.71225 -0.644
C 6.71305 -1.55922 0.11504 -0.064
O 6.01492 -0.79539 1.08343 -0.537
C 6.80986 -0.04764 1.98740 -0.063
C 7.70752 0.97468 1.31119 -0.645
H 7.07757 -3.28729 1.35581 0.213
H 8.11624 -3.18499 -0.07978 0.216
H 8.42630 -2.15716 1.31820 0.202
H 5.95124 -2.06069 -0.48376 0.188
H 7.25917 -0.89930 -0.56766 0.159
H 7.39415 -0.72101 2.62415 0.159
H 6.11283 0.47247 2.64650 0.187
H 8.43139 0.50598 0.64305 0.203
H 8.26196 1.54411 2.05880 0.215
H 7.11222 1.66855 0.71441 0.212